Entry 1:
ORCA calculation (the ωB97M-V functional and the def2-TZVPD basis) on 2 unconnected molecules or ions with the total composition C3H7F at a distorted geometry.

Structure (XYZ):
```
11
Properties=species:S:1:pos:R:3:forces:R:3:nbo_charge:R:1
C -0.4921 0.9910 0.9707 0.2 0.1 0.0 -0.696
C -0.0438 -1.4014 -1.0488 0.9 3.4 2.3 -0.639
C 0.5690 0.5037 0.0455 -1.0 -3.2 -2.4 0.288
F 1.7197 0.1476 0.6592 0.2 0.1 0.3 -0.360
H -0.3586 2.0624 1.1455 0.0 0.0 0.1 0.216
H -1.4803 0.8370 0.5497 -0.1 0.0 -0.1 0.231
H -0.4174 0.4754 1.9247 -0.1 -0.1 0.0 0.228
H -1.0048 -1.1269 -1.4367 -0.3 -0.1 -0.3 0.187
H -0.0442 -2.0929 -0.2285 0.0 -0.3 0.1 0.194
H 0.7618 -1.4965 -1.7461 0.2 -0.1 -0.3 0.194
H 0.7907 1.1006 -0.8352 0.0 0.1 0.2 0.156
```
Positions in Å, forces in eV/Å.

Results
Kohn-Sham gap = 9.777 eV
Lowest unoccupied orbital energy = 0.043 hartree
Total energy = -5939.4237 eV

Entry 2:
ORCA calculation (the ωB97M-V functional and the def2-TZVPD basis) on 2 unconnected molecules or ions with the total composition C3H7F at a distorted geometry.

Structure (XYZ):
```
11
Properties=species:S:1:pos:R:3:forces:R:3:nbo_charge:R:1
C 0.8840 1.2066 -0.3099 -2.1 1.3 2.9 -0.415
C 0.2609 0.2819 0.4308 1.3 -1.4 -1.5 -0.150
C 0.3806 -1.2053 0.0957 0.6 0.3 2.9 -0.644
H 0.7552 2.2507 -0.0067 -0.2 -0.2 -0.2 0.187
H 1.3542 1.1140 -1.2226 1.5 -0.9 -1.5 0.192
H -0.5279 0.4630 1.1330 0.2 0.7 0.7 0.201
H 0.5409 -1.9632 0.9484 -0.3 1.6 -0.8 0.208
H 1.1411 -1.4273 -0.5813 1.2 -0.1 -1.4 0.205
H -0.5447 -1.4052 -0.3046 -2.2 -1.1 -1.2 0.214
F -3.3000 0.4418 -0.1051 -2.4 1.0 -0.3 -0.562
H -4.1931 0.8202 -0.2339 2.4 -1.0 0.3 0.564
```
Positions in Å, forces in eV/Å.

Results
Kohn-Sham gap = 10.037 eV
Lowest unoccupied orbital energy = 0.029 hartree
SMILES string = C=CC.F
Total energy = -5940.5907 eV

Entry 3:
ORCA calculation (the ωB97M-V functional and the def2-TZVPD basis) on a molecular structure, C3H7F2N2 at a distorted geometry.

Structure (XYZ):
```
14
Properties=species:S:1:pos:R:3:forces:R:3:nbo_charge:R:1
C 0.9096 -0.4661 0.2062 -5.1 1.4 0.2 0.481
C -1.3915 1.1611 -0.5610 -1.7 0.1 1.9 -0.710
C -1.0329 0.0560 0.3737 3.7 1.9 2.0 0.799
N 1.3538 -0.1680 -0.9788 -1.2 0.2 0.7 -0.730
N 1.4164 -1.0258 1.2531 2.6 -1.6 -0.1 -0.738
F -1.6693 -1.0003 0.0887 -1.2 -2.5 -0.4 -0.280
F -1.1842 0.3377 1.7051 0.4 -0.4 -1.3 -0.321
H -1.1675 0.7341 -1.4744 -0.6 -0.7 -2.5 0.212
H -2.4983 1.4166 -0.3715 1.6 -0.6 -0.7 0.290
H -0.8180 2.0444 -0.5455 0.8 1.1 0.8 0.256
H 0.6406 0.1964 -1.6173 1.1 -0.2 0.1 0.435
H 2.2488 -0.4384 -1.2789 1.3 -0.2 -0.8 0.422
H 0.7877 -1.3912 1.9701 0.3 0.5 -0.1 0.452
H 2.4047 -1.4565 1.2304 -2.1 0.9 0.2 0.431
```
Positions in Å, forces in eV/Å.

Results
Kohn-Sham gap = 12.343 eV
Lowest unoccupied orbital energy = -0.124 hartree
Total energy = -11631.8560 eV
Charge = +1

Entry 4:
ORCA calculation (the ωB97M-V functional and the def2-TZVPD basis) on a gas-phase ion, C3H7F2N2 (charge +1) at a distorted geometry.

Structure (XYZ):
```
14
Properties=species:S:1:pos:R:3:forces:R:3:nbo_charge:R:1
C -1.2508 -0.5728 0.8331 -0.2 -0.6 0.6 0.102
N -1.3256 0.4074 -0.0185 -0.1 -1.7 0.7 -0.476
C -0.3966 0.3598 -1.1232 1.9 -0.5 -0.5 -0.245
C 1.0952 0.4806 -0.4888 -2.7 2.6 2.4 -0.289
N 1.0134 -0.4303 0.6655 -1.1 1.0 -0.6 0.316
F 1.7352 0.0065 1.7181 0.7 -0.1 0.1 -0.170
F 1.4184 -1.6702 0.3495 0.8 -0.7 -0.1 -0.183
H -1.6056 -0.4247 1.8898 0.3 -0.2 -1.3 0.252
H -1.0791 -1.5825 0.4683 0.2 0.1 0.2 0.226
H -1.7297 1.1708 0.4640 0.0 2.0 -0.7 0.438
H -0.5275 1.1397 -1.9034 -0.2 -0.7 0.6 0.271
H -0.3099 -0.7030 -1.5480 -1.0 1.6 0.3 0.246
H 1.7256 0.2721 -1.2968 1.5 -0.6 -0.6 0.256
H 1.2369 1.5465 -0.0096 0.0 -2.1 -1.1 0.256
```
Positions in Å, forces in eV/Å.

Results
Kohn-Sham gap = 10.634 eV
Lowest unoccupied orbital energy = -0.174 hartree
SMILES string = C=[NH+]CCN(F)F
Total energy = -11627.4321 eV
Charge = +1

Entry 5:
ORCA calculation (the ωB97M-V functional and the def2-TZVPD basis) on a molecular structure, C3H7F2N2O2 at a distorted geometry.

Structure (XYZ):
```
16
Properties=species:S:1:pos:R:3:forces:R:3:nbo_charge:R:1
C 2.2386 0.1623 1.2891 0.6 0.1 -0.3 0.183
H 2.1038 -0.4373 -1.0658 -1.4 0.6 1.9 0.397
C 1.3894 -0.0390 0.0427 2.4 -2.4 -2.5 -0.078
H 2.3667 1.2497 1.3853 0.0 -0.3 -0.1 0.173
C 1.6946 -0.3788 2.5898 0.0 -0.2 0.2 -0.653
H 2.2754 0.0356 3.4258 -0.3 -0.1 -0.2 0.206
H 0.6388 -0.0673 2.6749 0.4 -0.1 0.1 0.211
H 1.7670 -1.4736 2.6208 -0.1 0.3 -0.1 0.237
N 0.4978 -1.2830 0.1648 0.9 -0.3 -2.7 0.520
O -0.5942 -1.2333 -0.3719 -0.6 0.5 0.8 -0.409
O 1.0461 -2.3493 0.4143 -0.1 0.7 1.1 -0.404
N 0.7618 1.1438 -0.3585 -3.2 1.6 -0.4 -0.892
H -0.2679 1.0754 -0.6187 1.9 -0.4 0.6 0.392
H 1.2153 1.5505 -1.1687 0.0 -0.5 -0.1 0.396
F 3.5294 -0.3571 1.0491 -0.3 0.0 0.4 -0.377
F 2.3437 -0.6505 -2.8680 -0.2 0.3 1.2 -0.901
```
Positions in Å, forces in eV/Å.

Results
Kohn-Sham gap = 8.189 eV
Lowest unoccupied orbital energy = 0.134 hartree
Total energy = -15732.1135 eV
Charge = -1

Entry 6:
ORCA calculation (the ωB97M-V functional and the def2-TZVPD basis) on 2 unconnected molecules or ions with the total composition C3H7F2O2P at a distorted geometry.

Structure (XYZ):
```
15
Properties=species:S:1:pos:R:3:forces:R:3:nbo_charge:R:1
C 2.3391 0.5543 0.7040 -1.7 -0.6 1.3 -0.634
C 1.0921 0.1300 -0.1454 1.4 0.6 -0.6 -0.077
C -2.4470 0.6762 -0.4092 0.6 -0.6 1.5 0.402
O -1.2624 -2.6748 0.8206 -1.2 -1.6 0.9 -1.030
O 0.5798 -1.1150 0.3326 -0.2 -0.1 -0.4 -0.811
F -3.0917 0.9175 0.8194 1.0 -0.5 -2.2 -0.363
F -1.7937 1.8074 -0.7824 0.4 -0.3 0.7 -0.361
P -0.8524 -1.6555 -0.0983 -0.2 3.1 -2.5 1.761
H 1.8725 0.6594 1.7366 1.0 0.4 -1.0 0.218
H 3.1125 -0.2556 0.8509 -0.8 0.9 -0.8 0.228
H 2.7318 1.5232 0.3163 -0.1 -0.9 0.5 0.226
H 1.4252 0.0200 -1.1939 -0.4 -0.1 0.3 0.174
H 0.2718 0.8607 -0.1029 0.5 0.0 0.1 0.200
H -3.1182 0.5330 -1.2477 -0.7 -0.8 0.3 0.134
H -0.8594 -1.9806 -1.6006 0.2 0.3 1.9 -0.066
```
Positions in Å, forces in eV/Å.

Results
Kohn-Sham gap (spin up / spin down) = 8.401 / 8.184 eV
Lowest unoccupied orbital energy (spin up / spin down) = -0.032 / -0.029 hartree
Total energy = -22040.6626 eV

Short version: energy relative to the best compared isomer or geometry (same formula, charge and spin) = 58.0 31.0 25.9 127.9 3.8 125.1 kcal/mol, in the order given.